Entry from the OMol25 dataset: an isolated ion of composition C7H8N3O4S and charge +1 (wB97M-V/def2-TZVPD).

Results
energy above the lowest of the compared OMol25 structures with the same formula, charge and spin: 0.706 eV
net charge: +1
HOMO: -12.6 eV
2S+1: 1
E_tot: -1134.496383 Eh
Kohn-Sham gap: 7.78 eV

Element x y z (Å)
C1 -1.25854 -0.72928 -0.00326
C2 0.86560 -1.79931 0.19661
C3 -1.66521 1.66320 -0.12871
C4 -2.14924 0.37756 -0.26159
C5 2.10502 -2.05102 -0.09928
C6 0.81400 1.80285 0.22284
C7 -3.64493 0.05372 -0.17141
N1 -0.37383 1.98969 -0.01926
N2 1.94506 1.74632 0.56459
N3 -0.04620 -0.91159 -0.39998
O1 3.16503 -2.37678 -0.34078
O2 2.92844 0.10013 -1.02828
O3 3.69848 0.25153 1.35041
O4 0.59261 -0.12243 -1.34759
S1 3.36688 1.10085 -0.02432
H1 -1.79924 -1.56796 0.41049
H2 0.48814 -2.59570 0.80239
H3 -2.34413 2.59322 -0.18888
H4 -4.07278 -0.51655 -1.02600
H5 -4.07773 1.01390 -0.04291
H6 -3.86823 -0.71363 0.57383
H7 3.74652 0.72117 2.20937
H8 1.58428 -0.02991 -1.24828

---

Entry from the OMol25 dataset: an isolated ion of composition C3H7NO2 and charge +1 (wB97M-V/def2-TZVPD).

Results
energy above the lowest of the compared OMol25 structures with the same formula, charge and spin: 0.485 eV
net charge: +1
HOMO (alpha / beta): -15.5 / -15.5 eV
2S+1: 2
E_tot: -323.413417 Eh
Kohn-Sham gap (alpha / beta): 11.86 / 6.90 eV

Element x y z (Å)
C1 1.43776 1.34833 0.56017
N1 0.72653 0.09235 0.42770
C2 -0.42035 0.01278 -0.44892
C3 -1.35356 -1.10644 -0.04354
O1 -1.67041 -1.96053 -1.00026
O2 -1.69589 -1.17657 1.10536
H1 1.86216 1.54197 -0.43541
H2 0.70388 2.14968 0.70841
H3 2.14497 1.42712 1.37866
H4 1.43362 -0.62718 0.24660
H5 -0.89684 0.99750 -0.43108
H6 -0.03387 -0.04361 -1.47160
H7 -2.23798 -2.65541 -0.59610

---

Entry from the OMol25 dataset: C54H125CdF6N14O26P4S2 as an isolated structure (wB97M-V/def2-TZVPD).

Results
net charge: +1
HOMO: -9.4 eV
2S+1: 1
E_tot: -7784.061769 Eh
Kohn-Sham gap: 6.63 eV

Element x y z (Å)
Cd1 12.91629 -35.20958 -13.25592
C1 10.38911 -32.11241 -14.75346
F1 9.70410 -31.11175 -14.23324
F2 9.73963 -33.25774 -14.77763
F3 10.62981 -31.76222 -16.01568
S1 12.00736 -32.29087 -13.68736
O1 12.60626 -30.99827 -13.57702
O2 11.56524 -32.86234 -12.43195
N1 12.97488 -33.53401 -14.38076
S2 13.76676 -32.76317 -15.58349
O3 13.10032 -31.64841 -16.15393
O4 15.17717 -32.63502 -15.27492
C2 13.72019 -34.03608 -16.93261
F4 14.10618 -33.44988 -18.05395
F5 14.45122 -35.12286 -16.70936
F6 12.44361 -34.41329 -17.07974
N2 11.90478 -29.11935 -21.08211
C3 13.11006 -29.79020 -20.94785
C4 12.98257 -30.71828 -19.95948
C5 11.71431 -30.50393 -19.34202
C6 11.07680 -29.55988 -20.09381
H1 11.69819 -28.46845 -21.81403
H2 13.85570 -29.61464 -21.70725
H3 13.70784 -31.43090 -19.60409
H4 11.39719 -31.05093 -18.46964
H5 10.08704 -29.13213 -20.04249
O5 10.97790 -35.74926 -12.67655
P1 9.70666 -35.81836 -11.87288
N3 9.72731 -37.09897 -10.78212
C7 10.04191 -38.40786 -11.36936
C8 8.85884 -37.22047 -9.60179
N4 8.36965 -36.20004 -12.83373
C9 7.07996 -36.40111 -12.17388
C10 8.36145 -36.05574 -14.28100
N5 9.25463 -34.48097 -10.97595
C11 10.19049 -33.98747 -9.95243
C12 8.48595 -33.44523 -11.66975
H6 10.54742 -39.07556 -10.67572
H7 10.64486 -38.28195 -12.26797
H8 9.08593 -38.82942 -11.69964
H9 9.38298 -37.56726 -8.70610
H10 8.05172 -37.89064 -9.89140
H11 8.59144 -36.22438 -9.24471
H12 6.88214 -37.47979 -12.16122
H13 6.96371 -35.91987 -11.20994
H14 6.32308 -36.09388 -12.90140
H15 9.31890 -35.76709 -14.70834
H16 8.25719 -37.05232 -14.73334
H17 7.51238 -35.46851 -14.63440
H18 10.29241 -32.90658 -9.94222
H19 10.00324 -34.43370 -8.97612
H20 11.21106 -34.29934 -10.19742
H21 8.59225 -32.49409 -11.15911
H22 7.42361 -33.71307 -11.67506
H23 8.73342 -33.38128 -12.72674
O6 12.63824 -33.77217 -24.03959
P2 11.96385 -34.56177 -22.99726
N6 11.58313 -36.17319 -23.35161
C13 12.65738 -36.89312 -24.02976
C14 10.64429 -36.99664 -22.60813
N7 10.46248 -33.86570 -22.63604
C15 10.37790 -32.51995 -22.12218
C16 9.24921 -34.21133 -23.37811
N8 12.85101 -34.55447 -21.54422
C17 12.30629 -35.14427 -20.34497
C18 14.30056 -34.53337 -21.55710
H24 12.24926 -37.54694 -24.80270
H25 13.21986 -37.54580 -23.34914
H26 13.34343 -36.14240 -24.42021
H27 9.94436 -37.49959 -23.28078
H28 10.12049 -36.35873 -21.89797
H29 11.24143 -37.76707 -22.10693
H30 10.26483 -31.78659 -22.92769
H31 9.72438 -32.38292 -21.25998
H32 11.34697 -32.16457 -21.74902
H33 8.37001 -33.94844 -22.79198
H34 9.23321 -33.74131 -24.36636
H35 9.16597 -35.27045 -23.62996
H36 12.77478 -34.79395 -19.42883
H37 11.28861 -34.75058 -20.25036
H38 12.32170 -36.24054 -20.39037
H39 14.72552 -33.87072 -20.79502
H40 14.70938 -34.08707 -22.46502
H41 14.73072 -35.53247 -21.42736
O7 20.14699 -35.32169 -20.00149
P3 19.49689 -35.33608 -18.68097
N9 20.16585 -34.30830 -17.53371
C19 19.72915 -34.21898 -16.15162
C20 21.48881 -33.70034 -17.70302
N10 19.67275 -36.89808 -18.00483
C21 19.52164 -37.31145 -16.61810
C22 19.79894 -38.03504 -18.93042
N11 17.85254 -35.06832 -18.62235
C23 16.89692 -36.11307 -19.02768
C24 17.29798 -33.72281 -18.65166
H42 19.62937 -33.17229 -15.85073
H43 20.44288 -34.73075 -15.49789
H44 18.78403 -34.69009 -15.87758
H45 22.19912 -34.12384 -16.99073
H46 21.43839 -32.62796 -17.50020
H47 21.81546 -33.82713 -18.73212
H48 20.36362 -36.90307 -16.04653
H49 18.59245 -36.92622 -16.20071
H50 19.68000 -38.37203 -16.42766
H51 20.68320 -38.62744 -18.69567
H52 18.90378 -38.65876 -18.80497
H53 19.77076 -37.70081 -19.96442
H54 15.85635 -35.80096 -19.00307
H55 17.13633 -36.44199 -20.04230
H56 17.05034 -36.95915 -18.35482
H57 17.92578 -33.02907 -18.09557
H58 16.30741 -33.65866 -18.19424
H59 17.10435 -33.40138 -19.68171
O8 11.84761 -32.91188 -7.06261
P4 11.19904 -31.57302 -7.06006
N12 11.38692 -30.90922 -8.59575
C25 12.57709 -31.23288 -9.35700
C26 10.50865 -29.89854 -9.19790
N13 11.92901 -30.48738 -6.01840
C27 11.60712 -29.07200 -6.09419
C28 12.38124 -30.98458 -4.70955
N14 9.56725 -31.45713 -6.68489
C29 9.15882 -31.42929 -5.28257
C30 8.58240 -32.06954 -7.56941
H60 13.05891 -30.44384 -9.93715
H61 12.31670 -31.99899 -10.10073
H62 13.34348 -31.71380 -8.75036
H63 10.51385 -30.04548 -10.27830
H64 11.00836 -28.94215 -9.01245
H65 9.49954 -29.88879 -8.80081
H66 11.84047 -28.64580 -7.06695
H67 10.52576 -28.93617 -5.95515
H68 12.10880 -28.56107 -5.27568
H69 12.90028 -31.93316 -4.85185
H70 13.16032 -30.31859 -4.33931
H71 11.52228 -31.12378 -4.05374
H72 9.50578 -32.35296 -4.80981
H73 9.47399 -30.49620 -4.81534
H74 8.08098 -31.40964 -5.11249
H75 8.85255 -31.78870 -8.58945
H76 7.57129 -31.70908 -7.38994
H77 8.59032 -33.16484 -7.55409
C31 16.52965 -39.01666 -15.90186
C32 15.69970 -38.09508 -15.06066
O9 16.63068 -37.16098 -14.47373
C33 16.17149 -36.03810 -13.96903
O10 14.97769 -35.79891 -13.82504
O11 17.16430 -35.26743 -13.65603
C34 16.99126 -34.09281 -12.86991
H78 16.98542 -38.60961 -16.80257
H79 15.80308 -39.66757 -16.41138
H80 17.19623 -39.67587 -15.35228
H81 15.07419 -38.62277 -14.34017
H82 15.03037 -37.50965 -15.69631
H83 16.06919 -33.56255 -13.09863
H84 17.80907 -33.43857 -13.16442
H85 17.06256 -34.33829 -11.81406
C35 9.20224 -35.33584 -17.47124
C36 8.74218 -35.64995 -18.88740
O12 7.39826 -36.10725 -18.99676
C37 6.44169 -35.27141 -18.56478
O13 6.63666 -34.22582 -18.00566
O14 5.23953 -35.72832 -18.83539
C38 4.98237 -37.06973 -19.28307
H86 9.09671 -36.26014 -16.89505
H87 8.53533 -34.66656 -16.92420
H88 10.18800 -34.88689 -17.38689
H89 9.39571 -36.42929 -19.27380
H90 8.86595 -34.76313 -19.51367
H91 5.63238 -37.23665 -20.14036
H92 3.95645 -37.09682 -19.63416
H93 5.16191 -37.85825 -18.55643
C39 14.57357 -28.78136 -7.50592
C40 15.93468 -29.16391 -8.11652
O15 15.79614 -29.77344 -9.38531
C41 15.64155 -29.06889 -10.49859
O16 15.63779 -27.86690 -10.57684
O17 15.62661 -29.91600 -11.51354
C42 15.47074 -29.38739 -12.83351
H94 14.13830 -29.71247 -7.14618
H95 13.91830 -28.20789 -8.15588
H96 14.84443 -28.14560 -6.65939
H97 16.44689 -29.85672 -7.45179
H98 16.57436 -28.28578 -8.23958
H99 14.44732 -29.55836 -13.16067
H100 16.10074 -29.90994 -13.55372
H101 15.72084 -28.33393 -12.89054
C43 10.33896 -28.61392 -12.86744
C44 11.03503 -28.16780 -14.12180
O18 12.38688 -27.78242 -13.95573
C45 12.73716 -26.69416 -13.30903
O19 11.98104 -25.87963 -12.83266
O20 14.05896 -26.57069 -13.31689
C46 14.64748 -25.39345 -12.77221
H102 10.46971 -27.84781 -12.09838
H103 10.68612 -29.56104 -12.45579
H104 9.26708 -28.67453 -13.06227
H105 10.41653 -27.37925 -14.55599
H106 10.98984 -28.97686 -14.84895
H107 15.64804 -25.34502 -13.20382
H108 14.75424 -25.40131 -11.69210
H109 14.12583 -24.55085 -13.22562
C47 12.39676 -36.86826 -8.10360
C48 13.14998 -35.58105 -8.37954
O21 13.24772 -35.39624 -9.78474
C49 13.86929 -34.41875 -10.37403
O22 13.85642 -34.26356 -11.58787
O23 14.59057 -33.71179 -9.54631
C50 15.39826 -32.60848 -10.00171
H110 11.45490 -37.04011 -8.62408
H111 12.13649 -36.82333 -7.04243
H112 12.98206 -37.78134 -8.22761
H113 14.10729 -35.61299 -7.85880
H114 12.57354 -34.78195 -7.90495
H115 15.18519 -32.37589 -11.04222
H116 16.44212 -32.83594 -9.81000
H117 15.12677 -31.70348 -9.46364
C51 8.70792 -26.35502 -14.65020
C52 7.87335 -27.10166 -15.68991
O24 8.53823 -28.33169 -15.98705
C53 7.78811 -29.40066 -16.24070
O25 6.62182 -29.49563 -15.98714
O26 8.58254 -30.31388 -16.78883
C54 8.01174 -31.59446 -17.02646
H118 8.67597 -26.92654 -13.72328
H119 8.27205 -25.36467 -14.53203
H120 9.75405 -26.27948 -14.94326
H121 7.70534 -26.57534 -16.63234
H122 6.86287 -27.26774 -15.31510
H123 8.80360 -32.33655 -17.12917
H124 7.47802 -31.62639 -17.97414
H125 7.38107 -31.95185 -16.21403